*w*
Density functional theory data (wB97M-V/def2-TZVPD) for a cluster of 2 separate species, C3H9NO in total.

Last columns: bonded neighbours and bond lengths (Å).
Cartesian coordinates (Å):
1 O -1.095 -1.051 -2.350  H6 0.982, H9 1.009
2 N -0.550 -0.125 1.087  C3 1.342, C5 1.452
3 C -1.022 1.111 1.309  N2 1.342, H11 1.168, H14 1.045
4 C 1.912 0.500 0.229  C5 1.587, H7 1.036, H8 1.000, H12 1.140
5 C 0.656 -0.461 0.351  N2 1.452, C4 1.587, H10 1.078, H13 1.127
6 H -1.222 -0.662 -1.457  O1 0.982
7 H 2.682 0.070 0.773  C4 1.036
8 H 1.745 1.402 0.629  C4 1.000
9 H -1.118 -0.081 -2.629  O1 1.009
10 H 1.167 -1.232 0.905  C5 1.078
11 H -0.531 2.170 1.307  C3 1.168
12 H 2.277 0.673 -0.837  C4 1.140
13 H 0.316 -1.029 -0.561  C5 1.127
14 H -1.979 1.070 1.729  C3 1.045

Gap between HOMO and LUMO   10.41 eV
Net charge   0
Structure (SMILES)   C=NCC.O

*x*
Density functional theory data (wB97M-V/def2-TZVPD) for a cluster of 2 separate species, C3H9NO in total.

Last columns: bonded neighbours and bond lengths (Å).
Cartesian coordinates (Å):
1 O 4.739 0.711 -0.271  C3 1.407, H7 0.999
2 N -3.882 0.093 -0.251  C4 1.498, H6 1.062, H11 1.139
3 C 3.408 0.900 0.143  O1 1.407, C5 1.354, H14 1.115
4 C -2.998 -0.647 0.705  N2 1.498, H9 1.076, H12 1.104, H13 1.120
5 C 2.397 0.185 -0.407  C3 1.354, H8 1.120, H10 1.089
6 H -3.342 0.847 -0.768  N2 1.062
7 H 4.787 -0.183 -0.714  O1 0.999
8 H 1.491 0.709 -0.805  C5 1.120
9 H -3.360 -0.771 1.711  C4 1.076
10 H 2.326 -0.892 -0.555  C5 1.089
11 H -4.133 -0.703 -1.025  N2 1.139
12 H -2.959 -1.703 0.383  C4 1.104
13 H -1.998 -0.169 0.870  C4 1.120
14 H 3.523 1.623 0.984  C3 1.115

Gap between HOMO and LUMO   9.33 eV
Net charge   0
Structure (SMILES)   C=CO.CN

*y*
Density functional theory data (wB97M-V/def2-TZVPD) for a cluster of 2 separate species, C3H9NO in total.

Last columns: bonded neighbours and bond lengths (Å).
Cartesian coordinates (Å):
1 O -5.700 3.071 3.468  H10 0.966, H12 0.966
2 N 1.991 -2.338 0.553  C3 1.429, H8 1.008, H14 1.018
3 C 1.229 -1.599 -0.403  N2 1.429, C5 1.371, H6 1.104
4 C 0.973 0.283 -2.091  C5 1.539, H7 1.074, H9 1.076, H13 1.113
5 C 1.809 -0.739 -1.300  C3 1.371, C4 1.539, H11 1.069
6 H 0.137 -1.666 -0.248  C3 1.104
7 H 1.684 0.562 -2.846  C4 1.074
8 H 2.985 -2.298 0.387  N2 1.008
9 H 0.626 1.062 -1.435  C4 1.076
10 H -5.359 3.007 2.567  O1 0.966
11 H 2.850 -0.753 -1.543  C5 1.069
12 H -4.936 3.433 3.934  O1 0.966
13 H 0.005 -0.105 -2.480  C4 1.113
14 H 1.707 -1.920 1.436  N2 1.018

Gap between HOMO and LUMO   9.19 eV
Net charge   0
Structure (SMILES)   C/C=C/N.O

In terms of stability, *y* leads; the second structure lies 0.0481 hartree higher.

*w*
Density functional theory data (wB97M-V/def2-TZVPD) for an isolated molecule of C3H9NO.

Last columns: bonded neighbours and bond lengths (Å).
Cartesian coordinates (Å):
1 O 0.004 -1.018 -0.107  C4 1.392, C5 1.714
2 N -0.391 1.254 -0.326  C3 1.457, C5 1.372, H11 1.035
3 C 0.845 1.908 -0.738  N2 1.457, H8 1.094, H9 1.090, H14 1.089
4 C -0.399 -2.292 0.283  O1 1.392, H7 1.099, H10 1.101, H13 1.101
5 C -0.338 0.419 0.762  O1 1.714, N2 1.372, H6 1.088, H12 1.093
6 H -1.321 0.126 1.123  C5 1.088
7 H 0.132 -2.631 1.184  C4 1.099
8 H 1.571 1.184 -1.119  C3 1.094
9 H 1.276 2.432 0.114  C3 1.090
10 H -1.483 -2.368 0.459  C4 1.101
11 H -0.765 0.668 -1.092  N2 1.035
12 H 0.404 0.693 1.516  C5 1.093
13 H -0.150 -2.995 -0.527  C4 1.101
14 H 0.616 2.619 -1.531  C3 1.089

Gap between HOMO and LUMO   10.02 eV
Net charge   0
Structure (SMILES)   CNCOC

*x*
Density functional theory data (wB97M-V/def2-TZVPD) for a cluster of 2 separate species, C3H9NO in total.

Last columns: bonded neighbours and bond lengths (Å).
Cartesian coordinates (Å):
1 O -4.248 1.799 2.457  C4 1.222
2 N 3.714 -2.083 -3.069  C5 1.474, H8 1.026, H11 1.071
3 C -2.758 2.184 4.341  C4 1.518, H6 1.063, H10 1.084, H12 1.059
4 C -3.529 2.561 3.088  O1 1.222, C3 1.518, H13 1.150
5 C 2.857 -2.277 -4.252  N2 1.474, H7 1.056, H9 1.116, H14 1.078
6 H -3.104 2.954 4.987  C3 1.063
7 H 1.819 -2.260 -4.055  C5 1.056
8 H 4.300 -2.922 -3.011  N2 1.026
9 H 2.923 -3.342 -4.577  C5 1.116
10 H -1.684 2.293 4.248  C3 1.084
11 H 3.017 -2.139 -2.258  N2 1.071
12 H -3.165 1.216 4.478  C3 1.059
13 H -3.281 3.592 2.645  C4 1.150
14 H 3.139 -1.578 -5.023  C5 1.078

Gap between HOMO and LUMO   10.65 eV
Net charge   0
Structure (SMILES)   CC=O.CN

*y*
Density functional theory data (wB97M-V/def2-TZVPD) for an isolated molecule of C3H9NO.

Last columns: bonded neighbours and bond lengths (Å).
Cartesian coordinates (Å):
1 O 1.292 -1.167 0.696  C4 1.449, H12 0.965
2 N -0.348 -0.516 -0.841  C3 1.460, C4 1.427, H8 1.007
3 C -0.756 0.882 -0.740  N2 1.460, C5 1.531, H9 1.076, H10 1.091
4 C -0.126 -1.190 0.397  O1 1.449, N2 1.427, H7 1.087, H13 1.085
5 C -0.117 1.724 0.367  C3 1.531, H6 1.096, H11 1.089, H14 1.092
6 H -0.618 2.699 0.378  C5 1.096
7 H -0.285 -2.264 0.341  C4 1.087
8 H 0.437 -0.583 -1.468  N2 1.007
9 H -1.824 1.007 -0.707  C3 1.076
10 H -0.451 1.380 -1.662  C3 1.091
11 H 0.941 1.895 0.173  C5 1.089
12 H 1.549 -0.376 1.185  O1 0.965
13 H -0.665 -0.741 1.225  C4 1.085
14 H -0.224 1.410 1.408  C5 1.092

Gap between HOMO and LUMO   9.94 eV
Net charge   0
Structure (SMILES)   CCNCO

*z*
Density functional theory data (wB97M-V/def2-TZVPD) for a cluster of 2 separate species, C3H9NO in total.

Last columns: bonded neighbours and bond lengths (Å).
Cartesian coordinates (Å):
1 O 3.018 -0.172 3.394  H9 0.983, H13 1.006
2 N -0.361 -1.371 -0.995  C5 1.477, H10 1.045, H14 1.078
3 C -1.311 1.204 0.141  C4 1.308, H6 1.092, H8 1.085
4 C -0.863 1.098 -1.084  C3 1.308, C5 1.560, H12 1.103
5 C -0.733 -0.242 -1.871  N2 1.477, C4 1.560, H7 1.070, H11 1.121
6 H -1.003 0.386 0.795  C3 1.092
7 H -0.112 -0.109 -2.732  C5 1.070
8 H -1.947 1.921 0.649  C3 1.085
9 H 2.703 -0.987 3.844  O1 0.983
10 H 0.659 -1.539 -0.841  N2 1.045
11 H -1.818 -0.428 -2.083  C5 1.121
12 H -0.330 1.976 -1.487  C4 1.103
13 H 3.144 -0.452 2.435  O1 1.006
14 H -1.045 -1.285 -0.166  N2 1.078

Gap between HOMO and LUMO   9.23 eV
Net charge   0
Structure (SMILES)   C=CCN.O

In terms of stability, *y* leads; the second structure lies 0.0292 hartree higher.

*w*
Density functional theory data (wB97M-V/def2-TZVPD) for a cluster of 2 separate species, C3H9NO in total.

Last columns: bonded neighbours and bond lengths (Å).
Cartesian coordinates (Å):
1 O 2.056 -1.207 0.512  H11 0.962, H13 0.979
2 N 0.145 0.784 0.065  C4 1.531, C5 1.286
3 C -1.256 -1.366 -0.257  C4 1.556, H7 1.102, H8 1.089, H14 1.098
4 C -1.080 0.143 -0.595  N2 1.531, C3 1.556, H6 1.089, H9 1.075
5 C -0.078 2.032 0.278  N2 1.286, H10 1.111, H12 1.086
6 H -1.941 0.715 -0.254  C4 1.089
7 H -2.163 -1.472 0.360  C3 1.102
8 H -0.366 -1.780 0.215  C3 1.089
9 H -0.812 0.295 -1.626  C4 1.075
10 H 0.868 2.599 0.148  C5 1.111
11 H 2.632 -0.610 0.024  O1 0.962
12 H -1.057 2.372 0.604  C5 1.086
13 H 1.205 -0.741 0.386  O1 0.979
14 H -1.293 -1.818 -1.257  C3 1.098

Gap between HOMO and LUMO   10.45 eV
Net charge   0
Structure (SMILES)   C=NCC.O

*x*
Density functional theory data (wB97M-V/def2-TZVPD) for a cluster of 2 separate species, C3H9NO in total.

Last columns: bonded neighbours and bond lengths (Å).
Cartesian coordinates (Å):
1 O -3.173 2.150 -1.247  C4 1.207
2 N -2.847 3.049 0.810  C4 1.354, H9 1.005, H11 1.010
3 C 3.085 -2.467 -0.144  C5 1.543, H6 1.085, H13 1.086, H14 1.092
4 C -3.572 2.410 -0.138  O1 1.207, N2 1.354, H8 1.102
5 C 1.746 -1.735 -0.375  C3 1.543, H7 1.090, H10 1.087, H12 1.092
6 H 3.088 -3.501 -0.471  C3 1.085
7 H 1.761 -1.036 -1.211  C5 1.090
8 H -4.577 2.116 0.206  C4 1.102
9 H -3.259 3.370 1.668  N2 1.005
10 H 0.915 -2.426 -0.489  C5 1.087
11 H -1.960 3.486 0.602  N2 1.010
12 H 1.551 -1.102 0.493  C5 1.092
13 H 3.907 -1.940 -0.621  C3 1.086
14 H 3.334 -2.374 0.915  C3 1.092

Gap between HOMO and LUMO   11.01 eV
Net charge   0
Structure (SMILES)   NC=O.CC

*y*
Density functional theory data (wB97M-V/def2-TZVPD) for an isolated molecule of C3H9NO.

Last columns: bonded neighbours and bond lengths (Å).
Cartesian coordinates (Å):
1 O -0.605 1.391 -0.238  C3 1.428, C4 1.378
2 N 0.726 -0.471 0.088  C4 1.492, C5 1.462, H7 1.018
3 C -1.052 1.761 1.067  O1 1.428, H10 1.087, H12 1.096, H13 1.088
4 C -0.555 0.036 -0.484  O1 1.378, N2 1.492, H9 1.095, H11 1.094
5 C 1.192 -1.717 -0.520  N2 1.462, H6 1.080, H8 1.106, H14 1.107
6 H 0.732 -2.639 -0.199  C5 1.080
7 H 1.386 0.217 -0.270  N2 1.018
8 H 2.265 -1.796 -0.261  C5 1.106
9 H -0.488 -0.212 -1.548  C4 1.095
10 H -1.243 2.827 0.979  C3 1.087
11 H -1.448 -0.490 -0.134  C4 1.094
12 H -1.948 1.158 1.255  C3 1.096
13 H -0.346 1.569 1.873  C3 1.088
14 H 1.383 -1.635 -1.607  C5 1.107

Gap between HOMO and LUMO   10.16 eV
Net charge   0
Structure (SMILES)   CNCOC

*z*
Density functional theory data (wB97M-V/def2-TZVPD) for an isolated molecule of C3H9NO.

Last columns: bonded neighbours and bond lengths (Å).
Cartesian coordinates (Å):
1 O -2.221 -0.587 -0.450  C5 1.425, H12 1.030
2 N 0.653 -0.313 -0.706  C3 1.478, C4 1.417, H11 1.017
3 C 1.830 -0.390 0.186  N2 1.478, H6 1.108, H7 1.079, H8 1.140
4 C -0.268 0.718 -0.398  N2 1.417, C5 1.525, H9 1.092, H10 1.121
5 C -1.407 0.162 0.450  O1 1.425, C4 1.525, H13 1.083, H14 1.100
6 H 2.337 0.579 0.361  C3 1.108
7 H 2.575 -1.036 -0.251  C3 1.079
8 H 1.620 -0.862 1.203  C3 1.140
9 H -0.709 1.148 -1.299  C4 1.092
10 H 0.201 1.545 0.196  C4 1.121
11 H 0.996 -0.128 -1.646  N2 1.017
12 H -2.631 -1.320 0.146  O1 1.030
13 H -1.976 0.941 0.943  C5 1.083
14 H -0.999 -0.456 1.264  C5 1.100

Gap between HOMO and LUMO   9.97 eV
Net charge   0
Structure (SMILES)   CNCCO

In terms of stability, *x* leads; the second structure lies 0.0352 hartree higher.